Entry 1:
Here is 6 unconnected molecules or ions with the total composition C18H30BF4NO10S3 at a distorted geometry from OMol25. Energies are from ωB97M-V/def2-TZVPD.

The geometry in XYZ format:
```
67
Properties=species:S:1:pos:R:3:lowdin_charge:R:1
S 2.5611 1.9283 0.7299 0.7005
S -1.9729 -1.7387 -1.8493 0.7066
S 1.0863 -0.9223 3.1848 0.7075
F -4.0439 -0.5262 1.0129 0.0523
F -5.3344 -0.0561 2.8685 0.0714
F -4.0031 1.6236 1.9101 0.0554
F -5.9085 0.8400 0.8167 0.0919
O 1.9605 5.5198 -2.9465 -0.0527
O 2.5521 3.0938 1.5709 -0.2932
O -2.3309 2.5685 -1.6411 -0.0333
O -1.3874 -1.2598 -0.6158 -0.3301
O 0.2346 4.6084 -4.9212 -0.0749
O -2.2548 -0.8719 -2.9578 -0.2837
O -0.8271 3.7687 0.2972 -0.0638
O 1.4602 0.9779 0.7077 -0.3436
O 0.0138 0.0324 3.0120 -0.3128
O 2.4274 -0.5100 3.5560 -0.3327
N -1.4720 1.1196 0.7687 0.2579
C 0.8853 -3.4424 2.2363 -0.2096
C -1.8075 -4.4591 -1.9663 -0.2313
C -1.3233 3.1938 -2.0057 -0.3852
C 0.5555 4.7605 -1.3122 -0.0522
C 4.1107 1.0040 1.1060 -0.2097
C -1.0589 -3.2343 -2.4249 -0.2279
C -0.5151 3.9450 -0.9029 -0.3763
C -3.3078 -4.0930 -2.0237 -0.2191
C 1.1851 -2.0354 1.7361 -0.2037
C 0.5168 -2.1903 4.3525 -0.2235
C -1.0110 3.4225 -3.3799 -0.0224
C 0.0490 4.2647 -3.7287 -0.4286
C -3.4582 -2.6908 -1.4597 -0.2226
C 4.5398 2.4508 -0.9441 -0.2177
C 5.0891 1.3479 -0.0337 -0.2256
C 3.0169 2.3298 -0.9680 -0.2004
C 0.0420 -3.3615 3.5145 -0.2278
C 0.8902 4.9450 -2.6682 -0.4216
B -4.8447 0.4775 1.6571 -1.1640
H 0.0704 -4.3200 4.0370 0.1075
H -1.5642 -4.5915 -0.9019 0.1074
H 2.7043 1.5158 -1.6205 0.1146
H -1.0232 -3.2242 3.3036 0.1205
H 0.5590 -1.6122 0.9506 0.0805
H 1.8302 -3.9376 2.4765 0.1101
H -1.6559 0.5845 -0.0810 0.0680
H -1.1746 2.0996 0.4936 0.0756
H 2.5406 3.2608 -1.2751 0.0861
H -0.1915 -1.7561 5.0512 0.1047
H -3.4308 -2.7316 -0.3661 0.0987
H -1.6080 -5.4209 -2.4322 0.1075
H 6.0689 1.5745 0.3915 0.0997
H 0.0183 -3.2076 -2.2698 0.0997
H -1.5854 2.9329 -4.1499 0.0872
H 4.4100 1.2484 2.1186 0.0934
H -3.9104 -4.7774 -1.4290 0.1090
H 1.4073 -2.4832 4.9141 0.0967
H -2.4396 1.0419 1.1708 0.1028
H 5.2740 0.4779 -0.6709 0.1022
H 1.1183 5.2723 -0.5415 0.0988
H -1.1575 -3.1152 -3.5122 0.0974
H -0.7612 0.7654 1.4225 0.0562
H 3.8333 -0.0461 1.0562 0.0714
H 2.2113 -1.9126 1.3925 0.0884
H -4.3378 -2.0950 -1.6887 0.1160
H 4.8066 3.4406 -0.5708 0.1160
H 0.4164 -4.0687 1.4781 0.1053
H 4.8945 2.3842 -1.9710 0.1123
H -3.6380 -4.1298 -3.0645 0.1126
```

## Properties
Maximum force, Eh/bohr: 0.0457
Orbital gap, eV: 3.78
Relative energy (zero: lowest compared OMol25 entry of this formula, charge and spin), eV: 0.000
HOMO energy, eV: -0.52
Charge: -2

Entry 2:
Here is a molecular structure, C18H30Br2N4O6PYb at a distorted geometry from OMol25. Energies are from ωB97M-V/def2-TZVPD.

The geometry in XYZ format:
```
62
Properties=species:S:1:pos:R:3:lowdin_spin:R:1
Yb 0.4976 -0.2267 -0.7291 1.0009
Br -0.0772 3.0617 3.5730 0.0000
Br -1.9118 -1.5360 6.2983 0.0000
P -2.2204 1.1826 -1.0441 0.0000
O -1.7830 -0.1610 -0.5238 0.0000
O 2.1902 -1.9801 0.0028 -0.0007
O -1.1946 1.8681 -1.9078 0.0000
O 0.1560 1.1129 1.2136 -0.0005
O 2.0545 -0.3562 -2.1029 0.0021
O 0.0445 -0.2847 -2.9189 0.0000
N -1.4868 3.0994 0.6252 0.0000
N -3.2957 1.5054 -3.4933 0.0000
N 1.6493 2.2121 -1.1193 -0.0004
N -0.2989 -1.5990 1.2292 -0.0004
C 3.1629 -0.2767 1.3624 -0.0001
C -1.2380 -3.5473 2.2686 0.0000
C -0.9692 0.5977 4.6984 0.0000
C -2.7053 2.3565 0.3121 0.0000
C 1.1832 -3.3491 -1.7393 -0.0002
C -0.2887 0.4973 2.3655 0.0000
C 2.3669 2.2759 -2.4219 -0.0001
C 3.4085 -1.5927 0.6470 0.0000
C -0.5660 -0.8966 2.3624 0.0000
C -1.1000 -1.5180 3.5290 0.0000
C 1.2153 0.1738 -2.8778 -0.0004
C -1.4638 -2.8743 3.4388 0.0000
C 2.3676 -3.1655 -0.7836 0.0000
C 1.5964 1.5026 -3.5039 -0.0001
C -0.6231 -2.8769 1.2071 0.0000
C -3.7222 0.9765 -2.1797 0.0000
C -1.2753 -0.7404 4.7020 0.0000
C -0.4913 1.2043 3.5331 0.0000
H 3.2977 -3.0774 -1.3577 0.0000
H 1.4971 -3.2218 -2.7725 0.0000
H 2.2565 2.6480 -0.4193 0.0000
H -3.6885 2.4354 -3.6795 0.0000
H 2.8191 0.4699 0.6319 0.0000
H 2.4190 -0.4111 2.1466 0.0000
H -0.3872 -3.4275 0.3074 0.0000
H 0.3953 -2.5938 -1.5420 -0.0001
H 2.5074 3.3083 -2.7604 0.0000
H -4.6083 1.4910 -1.8119 0.0000
H -0.3596 2.0013 1.1164 0.0000
H -1.5140 -4.5829 2.1555 0.0000
H -3.5221 0.8781 -4.2730 0.0000
H -3.9438 -0.0863 -2.2546 0.0000
H 3.7141 -2.3745 1.3547 0.0000
H 4.2024 -1.4722 -0.1009 0.0000
H -1.9106 -3.3705 4.2858 0.0000
H -1.1190 1.2011 5.5787 0.0000
H 2.2358 1.3433 -4.3709 0.0000
H 0.7579 -4.3456 -1.6449 0.0000
H 2.4679 -4.0208 -0.1007 0.0000
H 4.0808 0.0775 1.8257 0.0000
H -1.1902 3.6273 -0.1935 0.0000
H 0.8340 2.8257 -1.1989 0.0001
H 0.6934 2.0273 -3.8164 0.0000
H -2.2465 1.6072 -3.3875 0.0000
H -3.5270 3.0042 -0.0086 0.0000
H -1.6575 3.7775 1.3638 0.0000
H -3.0327 1.8041 1.1939 0.0000
H 3.3470 1.8117 -2.2904 0.0000
```

## Properties
Maximum force, Eh/bohr: 0.0730
Orbital gap (alpha / beta), eV: 8.19 / 8.08
Relative energy (zero: lowest compared OMol25 entry of this formula, charge and spin), eV: 1.592
HOMO energy (alpha / beta), eV: -13.55 / -13.55
Charge: +2
Multiplicity: 2

Entry 3:
Here is a molecular structure, C18H30ClCrN4O4S at a distorted geometry from OMol25. Energies are from ωB97M-V/def2-TZVPD.

The geometry in XYZ format:
```
59
Properties=species:S:1:pos:R:3:lowdin_spin:R:1
Cr -1.5621 0.1547 -1.1644 3.6733
Cl -4.4925 3.2005 -6.9679 0.0001
S 0.6030 -0.8531 -0.8139 0.0277
O -1.3368 0.3633 -2.9686 0.0484
O -1.8840 -0.2140 0.7303 0.0308
O -3.1220 1.3005 -1.1135 0.0324
O -2.6285 -1.3231 2.4736 0.0035
N 0.8031 1.0416 0.9911 0.0134
N -3.0788 -2.0983 0.3286 0.0061
N 1.3375 -1.0751 1.7357 0.0000
N -2.9663 -1.8878 -1.0521 0.0424
C -2.0677 0.9675 -3.8354 0.0158
C 2.1767 1.9432 2.9110 0.0004
C -3.5915 2.3585 -5.7621 0.0038
C 0.9314 -0.2662 0.7658 0.0072
C 3.0199 -2.8243 2.1148 0.0000
C 4.2867 -2.3121 -0.0450 -0.0001
C -3.3252 -2.4313 3.0322 0.0001
C 4.1310 -2.0172 1.4416 0.0000
C -1.8069 0.8376 -5.2224 -0.0008
C 2.9396 3.1350 2.3312 0.0000
C -2.5468 1.5040 -6.1613 0.0088
C 1.6205 -2.4892 1.6004 0.0010
C 3.3600 2.9525 0.8771 0.0001
C 0.7949 1.6943 2.2885 0.0009
C -2.5288 -1.1669 1.1576 0.0116
C -3.1696 1.8087 -3.4454 0.0090
C -3.8938 2.5138 -4.4375 0.0089
C -3.5718 1.9394 -2.0989 0.0397
H -3.8699 -1.7152 -1.4879 0.0016
H 3.4220 -1.9767 -0.6130 -0.0002
H 0.2884 2.6504 2.1601 0.0002
H -3.1920 -2.3445 4.1069 0.0000
H 1.5390 -0.6701 2.6392 0.0000
H -4.7093 3.1547 -4.1356 0.0001
H 2.8022 1.0532 2.8194 0.0000
H 3.1929 -3.8884 1.9478 0.0000
H 3.8345 3.2778 2.9411 0.0000
H -2.5258 -2.6844 -1.5083 0.0019
H 4.0592 3.7368 0.5974 0.0000
H 2.3337 4.0382 2.4318 0.0000
H -3.7134 -2.8089 0.6721 0.0006
H 2.5079 3.0071 0.2037 0.0000
H -2.3376 1.3807 -7.2147 0.0004
H 0.1909 1.0886 2.9735 0.0000
H -2.8986 -3.3776 2.6957 0.0001
H 3.8538 1.9923 0.7379 0.0000
H -0.9943 0.1941 -5.5248 0.0000
H 4.4213 -3.3784 -0.2129 0.0000
H 3.0565 -2.6506 3.1940 0.0000
H 5.1624 -1.7961 -0.4304 0.0000
H 5.0680 -2.2496 1.9503 0.0000
H 0.8773 -3.0606 2.1661 0.0000
H 0.4934 1.5735 0.1858 0.0095
H 3.9443 -0.9494 1.5790 0.0000
H -4.3849 2.6476 -1.8930 0.0001
H 1.5254 -2.7408 0.5464 0.0008
H 2.0134 2.1275 3.9754 0.0000
H -4.3920 -2.3876 2.8060 0.0001
```

## Properties
Maximum force, Eh/bohr: 0.0361
Orbital gap (alpha / beta), eV: 7.50 / 7.70
Relative energy (zero: lowest compared OMol25 entry of this formula, charge and spin), eV: 0.000
HOMO energy (alpha / beta), eV: -10.20 / -10.62
Charge: +1
Multiplicity: 5